Record 1
{"formula": "C8H13N2O5S2", "method": "wB97M-V/def2-TZVPD", "species": ["N", "C", "C", "S", "O", "O", "N", "S", "O", "O", "O", "H", "H", "H", "H", "H", "H", "H", "C", "C", "C", "C", "C", "C", "H", "H", "H", "H", "H", "H"], "coordinates": [[1.729, -0.164, 1.032], [1.661, 1.092, 0.247], [1.769, 0.830, -1.253], [0.691, 1.834, -2.309], [-0.248, 2.501, -1.430], [0.136, 0.912, -3.272], [1.646, 2.826, -3.105], [2.372, 4.014, -2.381], [3.145, 4.736, -3.345], [3.028, 3.617, -1.148], [1.218, 5.035, -1.897], [1.565, -0.958, 0.425], [0.982, -0.177, 1.715], [0.727, 1.619, 0.443], [2.484, 1.739, 0.547], [1.461, -0.192, -1.484], [2.789, 0.960, -1.609], [1.231, 5.013, -0.935], [-2.733, -2.449, 0.400], [-1.520, -2.075, 0.963], [-1.153, -2.563, 2.209], [-1.999, -3.426, 2.894], [-3.212, -3.799, 2.332], [-3.579, -3.310, 1.085], [-3.015, -2.064, -0.572], [-0.862, -1.403, 0.426], [-0.207, -2.272, 2.647], [-1.712, -3.807, 3.866], [-3.872, -4.472, 2.865], [-4.526, -3.599, 0.647]], "total_charge": -1}

---

Record 2
{"formula": "C8H13N2OP", "method": "wB97M-V/def2-TZVPD", "species": ["C", "C", "C", "C", "C", "C", "P", "N", "N", "C", "C", "O", "H", "H", "H", "H", "H", "H", "H", "H", "H", "H", "H", "H", "H"], "coordinates": [[-1.508, 0.682, 2.000], [-0.849, 0.232, 3.303], [0.620, 0.202, 3.155], [1.778, 0.583, 3.604], [1.625, -0.438, 2.238], [1.652, -0.225, 0.727], [1.637, -1.222, -0.735], [1.770, 0.049, -1.905], [1.093, -0.176, -3.107], [-0.085, -0.842, -3.119], [-0.620, -1.149, -4.492], [-0.636, -1.151, -2.082], [-1.224, 1.706, 1.768], [-2.590, 0.638, 2.085], [-1.197, 0.040, 1.180], [-1.187, -0.779, 3.545], [-1.125, 0.902, 4.123], [2.502, 1.116, 4.156], [1.880, -1.465, 2.495], [1.557, 0.837, 0.489], [1.556, 0.976, -1.530], [1.641, -0.055, -3.947], [-0.463, -0.315, -5.170], [-1.680, -1.375, -4.417], [-0.106, -2.024, -4.884]], "e_above_lowest_kcal_mol": 124.5, "total_charge": 0}

---

| no. | E (Eh) |
| --- | --- |
| 1 | -1594.79190 |
| 2 | -838.58089 |